(1)
110
Properties=species:S:1:pos:R:3:lowdin_spin:R:1 method="wB97M-V/def2-TZVPD" gap_ev="9.2 / 8.8" max_force_ha_per_bohr=0.0657 s_squared=0.75 spin_multiplicity=2
C -2.49 0.79 -0.77 0.0000
C -1.57 0.94 0.50 0.0000
O -2.16 1.13 1.54 0.0001
N -0.12 0.91 0.39 0.0003
C 0.51 2.12 0.90 0.0000
C 0.24 2.78 2.28 0.0000
O 1.29 2.69 0.17 0.0001
C 0.49 -0.35 0.89 0.0003
C 0.28 -0.56 2.45 0.0009
C -0.85 -1.24 3.03 0.0005
C -1.07 -1.43 4.44 0.0000
N -0.18 -0.95 5.35 0.0002
C 0.90 -0.34 4.83 0.0000
C 1.25 -0.09 3.46 0.0005
C -0.10 -1.67 0.21 0.0150
C 0.41 -1.95 -1.24 0.0258
C -0.29 -1.08 -2.35 0.0012
C -0.06 -3.45 -1.58 -0.0010
N 1.90 -1.96 -1.39 0.3283
O 2.33 -3.04 -0.79 0.5786
C 2.54 -0.76 -0.78 0.0271
C 4.09 -1.12 -0.66 -0.0012
C 2.51 0.50 -1.74 0.0011
C 2.07 -0.44 0.68 0.0159
H -2.02 1.36 -1.61 0.0000
H -2.60 -0.30 -0.99 0.0000
H -3.50 1.18 -0.53 0.0000
H 1.17 3.25 2.68 0.0000
H -0.51 3.60 2.09 0.0000
H -0.25 2.10 3.01 0.0000
H -1.63 -1.64 2.34 0.0002
H -2.01 -1.95 4.79 0.0000
H 1.63 0.04 5.58 0.0000
H 2.18 0.44 3.17 0.0002
H -1.22 -1.73 0.30 0.0008
H 0.29 -2.51 0.85 0.0024
H 0.17 -1.23 -3.36 0.0012
H -1.37 -1.36 -2.45 -0.0004
H -0.27 0.01 -2.12 0.0000
H -0.04 -4.11 -0.69 -0.0004
H 0.55 -3.85 -2.43 -0.0001
H -1.10 -3.37 -1.98 -0.0004
H 4.32 -1.69 0.27 -0.0004
H 4.73 -0.21 -0.74 -0.0003
H 4.39 -1.77 -1.53 -0.0004
H 1.53 1.02 -1.76 0.0000
H 2.85 0.23 -2.78 0.0010
H 3.31 1.19 -1.36 -0.0003
H 2.62 0.44 1.07 0.0009
H 2.40 -1.31 1.31 0.0022
C 6.75 -0.78 -2.84 0.0001
O 5.94 0.11 -2.69 0.0001
N 7.38 -1.08 -3.99 0.0000
C 8.34 -2.16 -4.09 0.0000
C 7.09 -0.28 -5.17 0.0000
H 7.04 -1.44 -2.00 0.0000
H 9.31 -1.75 -4.41 0.0000
H 7.99 -2.88 -4.83 0.0000
H 8.46 -2.66 -3.13 0.0000
H 7.33 0.76 -4.98 0.0000
H 6.02 -0.36 -5.40 0.0000
H 7.67 -0.64 -6.02 0.0000
C -4.98 -3.27 4.42 0.0000
O -4.19 -3.08 5.33 0.0000
N -5.46 -2.32 3.60 0.0000
C -6.40 -2.62 2.53 0.0000
C -5.02 -0.94 3.78 0.0000
H -5.38 -4.28 4.20 0.0000
H -5.96 -2.33 1.57 0.0000
H -7.32 -2.05 2.69 0.0000
H -6.64 -3.68 2.51 0.0000
H -3.94 -0.89 3.67 0.0000
H -5.29 -0.61 4.79 0.0000
H -5.50 -0.30 3.04 0.0000
C -9.10 0.27 2.20 0.0000
O -8.38 -0.66 1.89 0.0000
N -9.70 0.43 3.40 0.0000
C -10.55 1.57 3.70 0.0000
C -9.49 -0.58 4.42 0.0000
H -9.33 1.09 1.50 0.0000
H -10.13 2.11 4.55 0.0000
H -11.55 1.21 3.95 0.0000
H -10.61 2.23 2.84 0.0000
H -8.43 -0.66 4.65 0.0000
H -9.84 -1.55 4.05 0.0000
H -10.04 -0.32 5.33 0.0000
C -0.37 0.40 -6.15 0.0000
O -1.26 -0.20 -5.57 0.0000
N 0.02 1.67 -5.87 0.0000
C 1.09 2.32 -6.59 0.0000
C -0.65 2.39 -4.81 0.0000
H 0.21 -0.06 -6.97 0.0000
H 1.89 2.59 -5.90 0.0000
H 0.71 3.22 -7.08 0.0000
H 1.50 1.65 -7.36 0.0000
H -0.54 1.84 -3.87 0.0000
H -1.72 2.47 -5.04 0.0000
H -0.23 3.39 -4.70 0.0000
C 5.38 2.79 2.49 0.0000
O 6.12 2.18 3.24 0.0000
N 5.46 2.80 1.14 0.0000
C 4.53 3.55 0.32 0.0000
C 6.50 2.02 0.50 0.0000
H 4.55 3.41 2.88 0.0000
H 4.00 2.87 -0.34 0.0000
H 5.10 4.28 -0.28 0.0000
H 3.81 4.08 0.94 0.0000
H 6.39 0.97 0.77 0.0000
H 7.48 2.36 0.84 0.0000
H 6.43 2.12 -0.59 0.0000

=====

(2)
104
Properties=species:S:1:pos:R:3:mulliken_charge:R:1 method="wB97M-V/def2-TZVPD" gap_ev=8.2 max_force_ha_per_bohr=0.0438 spin_multiplicity=1
C -2.18 4.46 0.50 -1.4316
C -2.26 3.04 1.18 0.6162
C -0.83 2.70 1.67 -0.7793
C -0.71 1.51 2.68 0.1525
C -1.79 1.49 3.83 -0.8761
C -2.58 0.14 3.79 -0.8940
C -3.75 0.12 2.76 -0.7775
C -3.39 -0.41 1.35 0.6270
C -2.71 -1.81 1.32 -1.1011
C -2.71 -2.29 -0.15 0.6470
C -3.65 -3.22 -0.53 -0.6358
C -3.73 -3.68 -1.89 0.1298
N -4.60 -4.56 -2.42 -0.7847
S -4.17 -4.61 -4.00 0.0611
N -2.95 -3.56 -4.04 -0.3712
C -2.74 -3.08 -2.80 0.8649
C -1.74 -2.11 -2.44 0.5671
C -0.72 -1.45 -3.38 -0.4020
C -0.61 -2.04 -4.82 -0.9359
C -1.73 -1.43 -5.72 -0.2200
F -1.16 -0.78 -6.83 -0.3671
C -1.72 -1.72 -1.09 0.0931
C -0.68 -0.70 -0.61 1.7263
C 0.78 -1.31 -0.51 -0.8395
C 0.77 -2.84 -0.40 0.4035
N 1.46 -3.62 -1.40 -0.5208
O 0.24 -3.45 0.50 -0.5630
H -3.10 4.72 -0.05 0.2854
H -2.04 5.20 1.32 0.3847
H -1.28 4.53 -0.14 0.3373
H -2.64 2.35 0.40 -0.1177
H -3.01 3.14 1.98 0.0615
H -0.26 2.39 0.77 0.1436
H -0.29 3.60 2.05 0.4131
H 0.28 1.62 3.18 0.5188
H -0.71 0.51 2.21 -0.4014
H -1.24 1.47 4.79 0.3487
H -2.44 2.38 3.86 0.3831
H -3.04 0.02 4.80 0.3833
H -1.92 -0.73 3.67 0.3660
H -4.63 -0.46 3.12 0.4754
H -4.12 1.16 2.66 0.2376
H -4.33 -0.48 0.76 0.5169
H -2.74 0.28 0.78 -0.5525
H -1.69 -1.83 1.73 0.2303
H -3.32 -2.55 1.89 0.6109
H -4.34 -3.62 0.23 0.4003
H -0.99 -0.37 -3.43 0.3989
H 0.30 -1.47 -2.95 -0.2182
H -0.59 -3.13 -4.85 0.4455
H 0.34 -1.68 -5.26 0.4438
H -2.39 -2.24 -6.08 0.1909
H -2.35 -0.70 -5.17 0.2447
H -0.70 0.21 -1.24 0.5023
H -0.93 -0.38 0.41 -2.8791
H 1.39 -1.01 -1.38 0.3252
H 1.25 -0.88 0.40 0.5794
H 2.19 -4.12 -0.89 0.2981
H 1.92 -2.99 -2.06 0.2710
C 4.92 2.96 -1.48 -1.1532
C 3.93 2.29 -0.54 -0.2408
O 3.73 0.91 -0.81 -0.3609
C 4.87 0.08 -0.71 -0.4143
C 5.51 0.07 0.67 -0.8808
H 4.61 2.82 -2.52 0.3079
H 4.97 4.03 -1.27 0.4020
H 5.92 2.54 -1.37 0.2804
H 2.95 2.76 -0.65 0.2608
H 4.22 2.43 0.51 0.3183
H 5.61 0.35 -1.48 0.3184
H 4.54 -0.93 -0.95 0.3062
H 5.91 1.05 0.94 0.2650
H 6.34 -0.65 0.70 0.2720
H 4.78 -0.21 1.43 0.2877
C -6.26 2.09 -1.47 -1.0442
C -6.86 2.82 -0.28 -0.2793
O -6.53 4.20 -0.24 -0.4208
C -6.95 4.99 -1.34 -0.3059
C -8.45 5.00 -1.54 -1.1082
H -5.17 2.22 -1.49 0.2032
H -6.49 1.03 -1.41 0.3991
H -6.65 2.46 -2.42 0.3511
H -6.47 2.39 0.64 0.2636
H -7.94 2.69 -0.25 0.3193
H -6.43 4.66 -2.25 0.3201
H -6.61 6.00 -1.14 0.3478
H -8.84 4.01 -1.79 0.2597
H -8.72 5.68 -2.35 0.3982
H -8.96 5.33 -0.63 0.2947
C 9.32 -1.74 3.98 -1.1138
C 8.01 -2.20 3.37 -0.2693
O 8.07 -2.40 1.97 -0.3444
C 8.99 -3.38 1.52 -0.3305
C 8.71 -4.78 2.05 -1.0798
H 9.68 -0.84 3.48 0.3006
H 9.19 -1.53 5.04 0.3946
H 10.10 -2.50 3.88 0.2645
H 7.25 -1.42 3.52 0.3124
H 7.63 -3.10 3.86 0.2987
H 10.02 -3.08 1.74 0.2999
H 8.91 -3.40 0.43 0.3290
H 8.82 -4.82 3.14 0.2697
H 9.40 -5.50 1.61 0.3851
H 7.69 -5.08 1.82 0.2998

=====

(3)
105
Properties=species:S:1:pos:R:3:mulliken_charge:R:1 method="wB97M-V/def2-TZVPD" gap_ev="6.0 / 6.4" max_force_ha_per_bohr=0.0104 spin_multiplicity=1 charge=+3
Os -0.12 -0.79 -0.70 1.1792
C 1.29 -4.74 -0.22 -1.6545
C 0.75 -3.76 0.83 1.3833
C 0.81 -4.35 2.24 -1.3208
P 1.53 -2.07 0.64 1.5267
C 3.33 -2.37 0.41 0.5447
C 4.13 -1.17 -0.09 -1.4852
C 4.06 -3.08 1.55 -1.5491
C 0.99 -1.28 2.19 0.9183
C 1.72 -1.08 3.35 -1.1301
C 1.10 -0.57 4.49 -1.0078
C -0.25 -0.25 4.47 -1.1881
C -1.00 -0.43 3.32 -0.1537
C -0.38 -0.94 2.17 -0.6874
N -1.07 -1.02 0.93 1.0447
C -2.47 -1.31 0.93 -0.3195
C -3.09 -1.99 1.98 -0.3648
C -4.46 -2.18 1.95 -1.0253
C -5.22 -1.70 0.89 -1.0080
C -4.59 -1.09 -0.20 -0.7697
C -3.22 -0.92 -0.20 0.3713
P -2.23 -0.41 -1.63 0.5833
C -2.25 -1.88 -2.74 0.3633
C -3.61 -2.36 -3.23 -1.6092
C -1.49 -2.98 -2.00 -1.2050
C -3.04 0.96 -2.54 0.7332
C -2.23 1.27 -3.80 -1.4652
C -3.21 2.19 -1.65 -1.1882
H 0.67 -5.64 -0.22 0.4659
H 2.31 -5.05 0.00 0.3910
H 1.28 -4.33 -1.23 0.2592
H -0.30 -3.57 0.60 -0.4381
H 1.82 -4.51 2.59 0.1760
H 0.32 -5.33 2.23 0.5103
H 0.29 -3.73 2.96 0.2872
H 3.27 -3.07 -0.43 0.4442
H 4.27 -0.42 0.70 0.3693
H 3.68 -0.70 -0.96 0.0456
H 5.13 -1.51 -0.38 0.6275
H 4.18 -2.44 2.42 0.3408
H 5.06 -3.34 1.21 0.4939
H 3.57 -4.00 1.86 0.2594
H 2.76 -1.35 3.39 0.2801
H 1.68 -0.42 5.39 0.4938
H -0.72 0.16 5.36 0.5453
H -2.03 -0.12 3.29 0.7215
H -2.51 -2.39 2.80 0.5673
H -4.94 -2.71 2.76 0.5014
H -6.29 -1.83 0.89 0.5213
H -5.18 -0.76 -1.04 0.6067
H -1.65 -1.57 -3.60 0.5230
H -4.24 -2.69 -2.40 0.3610
H -3.49 -3.21 -3.90 0.4772
H -4.15 -1.59 -3.78 0.4183
H -2.03 -3.32 -1.11 0.1872
H -0.46 -2.69 -1.67 -0.3345
H -1.32 -3.85 -2.64 0.7230
H -4.02 0.58 -2.82 0.7743
H -1.20 1.56 -3.55 0.1430
H -2.69 2.12 -4.31 0.5144
H -2.20 0.44 -4.50 0.4164
H -2.23 2.63 -1.42 -0.0867
H -3.73 1.97 -0.72 0.2239
H -3.78 2.95 -2.18 0.5677
C 5.14 3.46 -0.28 -1.1084
Si 3.34 3.45 -0.73 0.0853
C 3.08 3.28 -2.58 -0.9551
C 2.38 4.90 -0.04 -0.9127
C 2.58 1.87 0.05 0.4272
Te 0.50 1.76 -0.31 -0.1991
C -0.01 2.46 1.64 -0.3867
Si -1.63 3.41 2.01 0.0076
C -3.10 2.24 2.01 -0.2071
C -1.77 4.78 0.76 -1.0453
C -1.35 4.08 3.72 -1.1858
H 5.62 4.37 -0.65 0.3835
H 5.67 2.62 -0.71 0.3532
H 5.28 3.44 0.81 0.3689
H 3.47 4.15 -3.10 0.4826
H 2.02 3.20 -2.84 0.2624
H 3.61 2.40 -2.96 0.2755
H 2.75 5.83 -0.47 0.4911
H 2.50 4.98 1.05 0.3455
H 1.31 4.85 -0.27 0.1759
H 2.69 1.85 1.14 0.6352
H 3.02 0.97 -0.36 -1.1553
H 0.79 3.20 1.75 0.4478
H 0.21 1.66 2.34 0.2702
H -3.04 1.46 1.24 -0.5494
H -4.02 2.80 1.84 0.5824
H -3.20 1.76 2.98 0.4079
H -1.71 4.45 -0.28 0.3174
H -0.98 5.52 0.92 0.3607
H -2.72 5.31 0.88 0.4123
H -1.21 3.29 4.46 0.3318
H -2.21 4.67 4.04 0.3751
H -0.48 4.74 3.77 0.3632
N 1.72 -2.30 -3.66 -0.3203
C 1.58 -0.99 -3.47 0.4105
N 2.12 -0.14 -4.35 -0.4064
O 0.97 -0.52 -2.47 -0.6226
H 2.21 -2.68 -4.46 0.2249
H 1.28 -2.95 -3.03 0.0154
H 2.62 -0.45 -5.16 0.2082
H 2.07 0.85 -4.17 0.1385

=====

(4)
125
Properties=species:S:1:pos:R:3:mulliken_charge:R:1 method="wB97M-V/def2-TZVPD" gap_ev=10.8 max_force_ha_per_bohr=0.0104 spin_multiplicity=1 smiles="C[C@H](O)CO[C@H]1OS(=O)(=O)O[C@H]1CCOCC(F)(F)F.CCOC(=O)OC.CCOC(=O)OC.CCOC(=O)OC.CCOC(=O)OC.CCOC(=O)OC.CCOC(=O)OC"
C 3.15 6.80 -0.09 -1.2007
C 2.86 6.72 -1.58 0.0076
O 1.52 7.11 -1.89 -0.5937
C 3.14 5.35 -2.24 -0.3637
O 4.04 4.56 -1.48 -0.2895
C 3.88 3.20 -1.63 0.1810
O 4.99 2.60 -0.96 -0.3942
S 4.58 1.40 -0.02 1.3083
O 5.26 0.23 -0.39 -0.5870
O 4.60 1.83 1.34 -0.6526
O 3.08 1.29 -0.53 -0.4154
C 2.61 2.58 -0.97 -0.5662
C 2.03 3.37 0.18 0.2573
C 0.84 2.65 0.80 -1.0885
O -0.22 2.40 -0.11 -0.0160
C -0.71 3.52 -0.78 -0.3939
C -2.14 3.21 -1.21 0.7849
F -2.16 2.40 -2.28 -0.2585
F -2.77 4.35 -1.55 -0.2999
F -2.84 2.62 -0.24 -0.2517
H 3.42 7.82 0.18 0.3922
H 3.97 6.14 0.20 0.2779
H 2.27 6.53 0.50 0.2706
H 3.46 7.46 -2.09 0.4819
H 0.92 6.68 -1.26 0.3611
H 3.58 5.52 -3.23 0.4268
H 2.19 4.83 -2.41 0.2125
H 3.95 2.91 -2.68 0.4768
H 1.87 2.35 -1.73 0.3990
H 2.79 3.50 0.96 0.5818
H 1.76 4.38 -0.15 -0.2002
H 0.46 3.19 1.67 0.3190
H 1.17 1.66 1.14 0.4157
H -0.74 4.41 -0.15 0.3756
H -0.15 3.75 -1.69 0.0047
C 0.83 -4.31 2.89 -1.0436
C 0.84 -2.89 3.38 -0.2093
O 0.79 -1.94 2.30 -0.2890
C -0.40 -1.76 1.74 0.7197
O -1.44 -2.28 2.09 -0.6359
O -0.28 -0.91 0.73 -0.2298
C -1.49 -0.61 0.03 -0.6038
H 1.65 -4.48 2.19 0.3023
H 0.95 -4.99 3.73 0.3716
H -0.11 -4.55 2.38 0.2422
H 1.77 -2.65 3.90 0.2988
H 0.00 -2.69 4.06 0.3069
H -2.25 -0.25 0.72 0.3292
H -1.86 -1.49 -0.49 0.4017
H -1.23 0.17 -0.67 -0.0191
C 8.29 0.39 2.41 -1.2502
C 8.13 -0.52 1.20 0.3796
O 9.33 -0.57 0.40 -0.2566
C 10.30 -1.35 0.87 0.7372
O 10.26 -2.03 1.87 -0.5783
O 11.34 -1.26 0.04 -0.3239
C 12.48 -2.03 0.43 -0.6630
H 8.60 1.38 2.09 0.2936
H 7.34 0.47 2.93 0.3578
H 9.04 -0.01 3.10 0.3954
H 7.37 -0.13 0.53 -0.2037
H 7.85 -1.53 1.50 0.3524
H 12.20 -3.08 0.57 0.3041
H 12.90 -1.65 1.36 0.2950
H 13.19 -1.93 -0.38 0.2190
C -5.29 1.35 -3.21 -1.0438
C -5.06 2.74 -3.75 -0.0094
O -5.61 2.91 -5.07 -0.3947
C -6.93 3.08 -5.12 0.7337
O -7.68 3.15 -4.18 -0.5536
O -7.29 3.17 -6.41 -0.3491
C -8.69 3.33 -6.62 -0.6366
H -4.89 0.61 -3.90 0.3071
H -4.80 1.24 -2.25 0.2431
H -6.36 1.16 -3.08 0.3849
H -4.00 2.94 -3.88 0.1905
H -5.48 3.50 -3.09 0.3070
H -9.07 4.19 -6.06 0.2987
H -9.23 2.44 -6.30 0.2931
H -8.81 3.48 -7.68 0.2167
C -5.10 -2.99 1.57 -1.0915
C -4.09 -4.00 2.07 0.0792
O -4.65 -4.87 3.08 -0.4011
C -5.44 -5.83 2.62 0.7691
O -5.69 -6.08 1.47 -0.5651
O -5.94 -6.49 3.68 -0.3022
C -6.89 -7.51 3.35 -0.7381
H -5.50 -2.41 2.40 0.3167
H -4.61 -2.31 0.88 0.2309
H -5.93 -3.48 1.06 0.3820
H -3.26 -3.49 2.57 0.1698
H -3.69 -4.61 1.26 0.3197
H -6.46 -8.21 2.63 0.3404
H -7.79 -7.07 2.93 0.3070
H -7.11 -8.01 4.29 0.2343
C 7.63 0.05 -2.65 -0.4701
C 8.43 1.06 -3.44 -0.3869
O 8.99 0.49 -4.64 -0.3501
C 8.14 0.35 -5.65 0.7946
O 6.98 0.71 -5.67 -0.5702
O 8.78 -0.25 -6.66 -0.3449
C 7.97 -0.48 -7.82 -0.6263
H 8.26 -0.81 -2.39 0.3076
H 7.29 0.50 -1.72 -0.1477
H 6.76 -0.30 -3.20 0.3644
H 9.29 1.41 -2.88 0.3070
H 7.82 1.92 -3.72 0.3223
H 7.52 0.45 -8.16 0.2934
H 7.19 -1.20 -7.60 0.2918
H 8.65 -0.88 -8.57 0.2156
C -12.07 -2.45 6.35 -1.0866
C -11.87 -3.65 5.46 -0.1897
O -10.56 -3.67 4.87 -0.3593
C -9.58 -4.08 5.67 0.7567
O -9.70 -4.46 6.80 -0.5656
O -8.43 -3.99 4.99 -0.2913
C -7.27 -4.38 5.74 -0.3833
H -11.89 -1.53 5.80 0.2910
H -13.10 -2.43 6.72 0.3513
H -11.40 -2.49 7.21 0.3140
H -12.55 -3.63 4.61 0.2886
H -12.03 -4.59 6.00 0.3134
H -7.39 -5.38 6.15 0.2915
H -7.09 -3.68 6.55 0.3504
H -6.45 -4.36 5.03 -0.0835